This record from OMol25 describes a 17-piece molecular cluster, C65H80N22O5 overall at a distorted geometry. The level of theory is wB97M-V/def2-TZVPD.

Bonds (Å) are listed after each position.
CARTESIAN COORDINATES (ANGSTROEM)
1 C 13.7579 16.1723 12.4167  O2 1.194, N3 1.312, N4 1.333
2 O 14.4294 15.9742 13.3839  C1 1.194
3 N 14.2040 15.7706 11.2503  C1 1.312, H5 0.999, H6 1.004
4 N 12.5861 16.7969 12.5381  C1 1.333, H7 0.992, H8 1.015
5 H 15.1863 15.5973 11.2966  N3 0.999
6 H 13.7484 15.9795 10.3801  N3 1.004
7 H 11.8870 16.9714 11.8560  N4 0.992
8 H 12.3371 16.9881 13.5032  N4 1.015
9 C 12.1294 16.6859 16.1418  O10 1.189, N11 1.321, N12 1.367
10 O 11.8193 17.4802 15.3127  C9 1.189
11 N 13.0321 15.7413 15.9474  C9 1.321, H13 0.996, H14 1.016
12 N 11.4046 16.7323 17.3003  C9 1.367, H15 1.011, H16 1.015
13 H 13.3300 15.0731 16.6227  N11 0.996
14 H 13.6693 15.8980 15.1721  N11 1.016
15 H 11.1187 17.6923 17.1628  N12 1.011
16 H 11.9059 16.5191 18.1563  N12 1.015
17 C 12.1997 13.5776 19.2687  O18 1.233, N19 1.294, N20 1.315
18 O 12.9442 14.2629 18.5645  C17 1.233
19 N 12.7852 12.8540 20.1680  C17 1.294, H21 0.999, H22 1.016
20 N 10.9015 13.7347 19.1327  C17 1.315, H23 1.006, H24 0.992
21 H 12.2905 12.0738 20.5476  N19 0.999
22 H 13.7566 12.6202 19.9855  N19 1.016
23 H 10.5749 14.4230 18.4750  N20 1.006
24 H 10.2765 13.1785 19.6658  N20 0.992
25 C 17.4389 16.3948 15.4098  O26 1.201, N27 1.320, N28 1.328
26 O 16.8741 15.4739 15.9351  C25 1.201
27 N 16.9835 16.8500 14.2576  C25 1.320, H29 1.007, H30 0.996
28 N 18.4871 16.9689 15.9895  C25 1.328, H31 1.013, H32 0.998
29 H 16.0513 16.5279 14.0565  N27 1.007
30 H 17.1866 17.7379 13.8555  N27 0.996
31 H 18.8443 16.4955 16.8104  N28 1.013
32 H 19.1240 17.5226 15.4560  N28 0.998
33 C 16.5819 13.0351 18.9748  O34 1.193, N35 1.345, N36 1.334
34 O 16.1896 12.4237 19.9208  C33 1.193
35 N 17.8940 13.2700 18.7927  C33 1.345, H37 1.023, H38 1.011
36 N 15.7541 13.4910 18.0329  C33 1.334, H39 1.022, H40 1.015
37 H 18.5072 12.4647 18.9414  N35 1.023
38 H 18.2175 13.8276 18.0144  N35 1.011
39 H 16.2296 14.0997 17.3633  N36 1.022
40 H 14.8498 13.7952 18.3777  N36 1.015
41 N 20.1466 11.2958 19.5671  C42 1.335, C46 1.358
42 C 19.8059 11.1339 20.8474  N41 1.335, C43 1.428, H47 1.081
43 C 20.8003 10.9466 21.8554  C42 1.428, C44 1.388, H48 1.091
44 C 22.1310 10.8440 21.4751  C43 1.388, C45 1.362, H49 1.085
45 C 22.4685 11.0433 20.1705  C44 1.362, C46 1.431, H50 1.083
46 C 21.4529 11.3048 19.1968  N41 1.358, C45 1.431, H51 1.085
47 H 18.7724 11.1035 21.1633  C42 1.081
48 H 20.4309 10.8763 22.8796  C43 1.091
49 H 22.8990 10.6510 22.2173  C44 1.085
50 H 23.5268 11.0461 19.9411  C45 1.083
51 H 21.6659 11.4774 18.1466  C46 1.085
52 N 14.2000 19.8295 16.6064  C53 1.332, C57 1.338
53 C 14.3289 20.7032 17.6037  N52 1.332, C54 1.403, H58 1.088
54 C 15.0687 20.4883 18.7765  C53 1.403, C55 1.392, H59 1.086
55 C 15.7269 19.2705 18.9237  C54 1.392, C56 1.407, H60 1.082
56 C 15.5828 18.3104 17.9054  C55 1.407, C57 1.415, H61 1.079
57 C 14.7901 18.6418 16.7814  N52 1.338, C56 1.415, H62 1.088
58 H 13.8081 21.6451 17.4477  C53 1.088
59 H 15.0516 21.2276 19.5715  C54 1.086
60 H 16.3689 19.1109 19.7799  C55 1.082
61 H 15.9827 17.3277 18.1024  C56 1.079
62 H 14.6388 17.9378 15.9659  C57 1.088
63 N 21.6599 15.3319 15.6259  C64 1.349, C68 1.353
64 C 21.0585 14.4390 16.4393  N63 1.349, C65 1.415, H69 1.092
65 C 20.1818 13.3855 16.0890  C64 1.415, C66 1.398, H70 1.094
66 C 19.9193 13.2160 14.7262  C65 1.398, C67 1.411, H71 1.087
67 C 20.5427 14.0987 13.8197  C66 1.411, C68 1.457, H72 1.080
68 C 21.4027 15.1692 14.3071  N63 1.353, C67 1.457, H73 1.089
69 H 21.1380 14.5486 17.5226  C64 1.092
70 H 19.8186 12.6901 16.8512  C65 1.094
71 H 19.2738 12.3806 14.4663  C66 1.087
72 H 20.3471 14.0816 12.7582  C67 1.080
73 H 21.7441 15.9154 13.5918  C68 1.089
74 N 17.0319 14.0388 10.8019  C75 1.346, C79 1.327
75 C 16.2703 13.1075 10.1982  N74 1.346, C76 1.396, H80 1.090
76 C 15.5773 12.1742 10.9706  C75 1.396, C77 1.401, H81 1.079
77 C 15.6491 12.2714 12.3669  C76 1.401, C78 1.359, H82 1.078
78 C 16.4281 13.2244 12.9425  C77 1.359, C79 1.406, H83 1.084
79 C 17.1071 14.1435 12.1226  N74 1.327, C78 1.406, H84 1.088
80 H 16.2854 13.1088 9.1085  C75 1.090
81 H 14.9098 11.4573 10.5188  C76 1.079
82 H 15.0382 11.6780 13.0281  C77 1.078
83 H 16.4395 13.3814 14.0150  C78 1.084
84 H 17.8258 14.8484 12.5346  C79 1.088
85 N 13.3688 9.0368 18.1153  C86 1.374, C90 1.339
86 C 12.2722 8.2309 18.3061  N85 1.374, C87 1.421, H91 1.081
87 C 10.9277 8.6257 18.0678  C86 1.421, C88 1.387, H92 1.077
88 C 10.6866 9.9332 17.6722  C87 1.387, C89 1.385, H93 1.080
89 C 11.7626 10.7928 17.5275  C88 1.385, C90 1.391, H94 1.080
90 C 13.0349 10.2864 17.7711  N85 1.339, C89 1.391, H95 1.084
91 H 12.5264 7.2623 18.7142  C86 1.081
92 H 10.0888 7.9749 18.2483  C87 1.077
93 H 9.7033 10.3437 17.4937  C88 1.080
94 H 11.5715 11.8240 17.2681  C89 1.080
95 H 13.8915 10.9365 17.6355  C90 1.084
96 N 16.0314 17.3722 23.2185  C97 1.355, C101 1.358
97 C 16.4388 16.2191 22.6339  N96 1.355, C98 1.403, H102 1.080
98 C 15.8918 15.7026 21.4493  C97 1.403, C99 1.406, H103 1.085
99 C 14.8647 16.4588 20.8583  C98 1.406, C100 1.374, H104 1.094
100 C 14.4087 17.6134 21.4469  C99 1.374, C101 1.414, H105 1.081
101 C 15.0241 18.0712 22.6350  N96 1.358, C100 1.414, H106 1.080
102 H 17.3018 15.6919 23.0130  C97 1.080
103 H 16.1690 14.7620 20.9842  C98 1.085
104 H 14.4311 16.1271 19.9097  C99 1.094
105 H 13.6366 18.1636 20.9271  C100 1.081
106 H 14.6982 19.0067 23.0645  C101 1.080
107 N 9.5916 10.7422 13.8023  C108 1.338, C112 1.379
108 C 8.9078 11.8638 14.0549  N107 1.338, C109 1.430, H113 1.083
109 C 9.5625 13.1032 14.3384  C108 1.430, C110 1.402, H114 1.087
110 C 10.9528 13.1010 14.5190  C109 1.402, C111 1.413, H115 1.084
111 C 11.6406 11.8832 14.3187  C110 1.413, C112 1.374, H116 1.077
112 C 10.9657 10.7544 13.9206  N107 1.379, C111 1.374, H117 1.083
113 H 7.8324 11.8326 13.9306  C108 1.083
114 H 9.0221 14.0348 14.4861  C109 1.087
115 H 11.4481 14.0274 14.7863  C110 1.084
116 H 12.7085 11.8365 14.4501  C111 1.077
117 H 11.5232 9.8271 13.8643  C112 1.083
118 N 17.6991 8.5996 14.5760  C119 1.345, C123 1.359
119 C 18.9283 8.0528 14.5914  N118 1.345, C120 1.378, H124 1.082
120 C 19.8575 8.3059 15.5774  C119 1.378, C121 1.377, H125 1.084
121 C 19.5648 9.1115 16.6556  C120 1.377, C122 1.367, H126 1.078
122 C 18.3158 9.6660 16.7002  C121 1.367, C123 1.409, H127 1.079
123 C 17.4239 9.3951 15.6431  N118 1.359, C122 1.409, H128 1.079
124 H 19.1879 7.3301 13.8294  C119 1.082
125 H 20.8372 7.8689 15.4225  C120 1.084
126 H 20.2658 9.3036 17.4522  C121 1.078
127 H 18.1124 10.3106 17.5418  C122 1.079
128 H 16.4281 9.8054 15.7026  C123 1.079
129 N 16.7371 9.2996 21.7726  C130 1.331, C134 1.302
130 C 15.5565 9.6955 21.3027  N129 1.331, C131 1.434, H135 1.093
131 C 14.4676 10.0265 22.1753  C130 1.434, C132 1.390, H136 1.084
132 C 14.5841 9.7588 23.5340  C131 1.390, C133 1.384, H137 1.082
133 C 15.8142 9.3415 24.0121  C132 1.384, C134 1.404, H138 1.088
134 C 16.8266 9.1351 23.0609  N129 1.302, C133 1.404, H139 1.082
135 H 15.5023 10.0065 20.2568  C130 1.093
136 H 13.5174 10.3593 21.7735  C131 1.084
137 H 13.7343 9.7996 24.2020  C132 1.082
138 H 16.1193 9.1886 25.0454  C133 1.088
139 H 17.7200 8.7025 23.4926  C134 1.082
140 N 20.1225 13.7967 24.1353  C141 1.372, C145 1.334
141 C 19.6786 13.9175 22.8430  N140 1.372, C142 1.406, H146 1.083
142 C 18.4359 13.4467 22.3835  C141 1.406, C143 1.367, H147 1.090
143 C 17.6473 12.8209 23.3084  C142 1.367, C144 1.383, H148 1.090
144 C 18.0717 12.6768 24.6172  C143 1.383, C145 1.386, H149 1.081
145 C 19.2805 13.2348 25.0039  N140 1.334, C144 1.386, H150 1.084
146 H 20.2945 14.3649 22.0732  C141 1.083
147 H 18.1190 13.4936 21.3416  C142 1.090
148 H 16.6335 12.5066 23.0623  C143 1.090
149 H 17.3614 12.2934 25.3360  C144 1.081
150 H 19.5223 13.0663 26.0474  C145 1.084
151 N 13.6510 12.1337 25.7320  C152 1.380, C156 1.363
152 C 13.3689 12.7994 24.5569  N151 1.380, C153 1.408, H157 1.087
153 C 13.9457 14.0371 24.2140  C152 1.408, C154 1.397, H158 1.080
154 C 14.8808 14.6056 25.0816  C153 1.397, C155 1.409, H159 1.078
155 C 15.1822 13.9467 26.2895  C154 1.409, C156 1.388, H160 1.090
156 C 14.5483 12.7417 26.5581  N151 1.363, C155 1.388, H161 1.076
157 H 12.6040 12.3241 23.9478  C152 1.087
158 H 13.7385 14.6282 23.3348  C153 1.080
159 H 15.2268 15.5923 24.8195  C154 1.078
160 H 15.9260 14.3987 26.9463  C155 1.090
161 H 14.7068 12.1474 27.4407  C156 1.076
162 N 19.5298 17.1886 18.9582  C163 1.357, C167 1.335
163 C 19.0586 18.4533 18.8168  N162 1.357, C164 1.399, H168 1.084
164 C 19.3100 19.3729 19.8412  C163 1.399, C165 1.370, H169 1.080
165 C 19.8252 19.0309 21.0636  C164 1.370, C166 1.409, H170 1.078
166 C 20.1714 17.6777 21.2514  C165 1.409, C167 1.425, H171 1.099
167 C 20.0729 16.8170 20.1195  N162 1.335, C166 1.425, H172 1.089
168 H 18.5567 18.7183 17.8935  C163 1.084
169 H 19.0284 20.4093 19.7291  C164 1.080
170 H 19.9548 19.8066 21.8001  C165 1.078
171 H 20.5252 17.2507 22.2004  C166 1.099
172 H 20.4953 15.8152 20.1761  C167 1.089

The value obtained for the HOMO energy is -0.337 hartree. Its frontier orbital gap is 9.47 eV.

Löwdin atomic charge list, values in e, 99 entries: C -0.72; O 0.00; N 0.20; N 0.20; H 0.08; H 0.12; H 0.10; H 0.06; C -0.76; O 0.03; N 0.21; N 0.16; H 0.07; H 0.07; H 0.10; H 0.08; C -0.74; O -0.04; N 0.22; N 0.21; H 0.10; H 0.10; H 0.11; H 0.11; C -0.75; O 0.01; N 0.19; N 0.19; H 0.05; H 0.11; H 0.07; H 0.11; C -0.75; O 0.02; N 0.18; N 0.20; H 0.05; H 0.07; H 0.06; H 0.05; N 0.03; C -0.13; C -0.04; C -0.09; C -0.07; C -0.11; H 0.08; H 0.11; H 0.11; H 0.10; H 0.09; N 0.07; C -0.16; C -0.07; C -0.10; C -0.05; C -0.13; H 0.10; H 0.10; H 0.09; H 0.09; H 0.09; N 0.05; C -0.17; C -0.08; C -0.07; C -0.05; C -0.13; H 0.09; H 0.08; H 0.10; H 0.09; H 0.10; N 0.03; C -0.15; C -0.06; C -0.08; C -0.07; C -0.17; H 0.10; H 0.10; H 0.10; H 0.10; H 0.09; N 0.07; C -0.12; C -0.06; C -0.08; C -0.10; C -0.17; H 0.10; H 0.10; H 0.11; H 0.08; H 0.10; N 0.05; C -0.16; C -0.03; C -0.09